A single C15H22N2O3 molecule in a non-equilibrium geometry, computed with the ωB97M-V functional and the def2-TZVPD basis.

HOMO-LUMO gap = 9.338 eV
total energy = -919.47612 hartree
E_LUMO = 0.727 eV
multiplicity = 1
energy above the lowest of the compared OMol25 structures with the same formula, charge and spin = 1581.9 kJ/mol
SMILES = COc1cccc(C(=O)N2CCCN(C)CC2)c1OC

```
42
C15H22N2O3, DFT the ωB97M-V functional and the def2-TZVPD basis
C 1.346 3.825 -0.973
O 2.022 3.582 -0.005
C 1.942 2.391 0.757
C 2.442 2.389 2.111
C 2.615 0.948 2.659
C 2.064 -0.160 2.128
C 1.356 -0.060 0.863
C 0.713 -1.203 0.237
O 1.518 -2.129 -0.043
N -0.530 -1.544 0.232
C -1.378 -0.261 0.840
C -2.795 -0.576 1.053
C -3.387 -0.919 -0.563
N -3.440 -2.038 -1.192
C -4.374 -1.967 -2.407
C -1.955 -2.287 -1.555
C -1.040 -2.546 -0.488
C 1.513 1.023 0.327
O 1.007 1.100 -1.082
C 1.584 0.574 -2.293
H 0.262 3.442 -1.107
H 1.892 3.182 -1.859
H 1.471 4.887 -1.176
H 2.931 3.200 2.719
H 2.792 1.019 3.768
H 2.037 -1.068 2.879
H -1.169 0.565 -0.025
H -0.955 0.011 1.739
H -2.952 -1.627 1.503
H -3.318 0.227 1.616
H -4.575 -0.699 -0.414
H -3.420 0.235 -0.902
H -4.141 -3.228 -2.678
H -4.154 -1.217 -2.985
H -5.405 -1.968 -1.906
H -2.003 -2.960 -2.299
H -1.573 -1.466 -1.969
H -1.735 -3.148 0.367
H -0.302 -3.059 -0.805
H 2.550 0.950 -2.179
H 1.078 0.519 -3.106
H 1.778 -0.435 -1.749
```

Atom-resolved charges from Löwdin, all expressed in e:
1 C -0.276
2 O -0.058
3 C -0.063
4 C 0.062
5 C -0.084
6 C -0.022
7 C -0.177
8 C -0.442
9 O 0.037
10 N 0.021
11 C -0.091
12 C -0.117
13 C -0.350
14 N -0.218
15 C -0.010
16 C -0.133
17 C -0.189
18 C -0.131
19 O -0.219
20 C -0.003
21 H 0.127
22 H 0.128
23 H 0.100
24 H 0.116
25 H 0.108
26 H 0.164
27 H 0.169
28 H 0.083
29 H 0.124
30 H 0.116
31 H 0.125
32 H 0.144
33 H 0.177
34 H 0.006
35 H 0.102
36 H 0.085
37 H 0.095
38 H 0.205
39 H 0.067
40 H 0.075
41 H 0.028
42 H 0.121